Record 1
{"formula": "C5H12N4P2S", "method": "ωB97M-V/def2-TZVPD", "homo_lumo_gap_ev": [6.60, 6.59], "e_above_lowest_kj_mol": 58.25, "lumo_ev": [-0.7, -0.7], "homo_energy_ev": [-7.3, -7.3], "charge": 0, "elements": ["C", "N", "C", "C", "N", "N", "P", "C", "C", "S", "P", "N", "H", "H", "H", "H", "H", "H", "H", "H", "H", "H", "H", "H"], "positions_angstrom": [[-1.61430, -2.32282, 1.72233], [-0.28843, -2.17451, 1.01786], [0.03399, -3.56044, 0.66554], [-0.06015, -1.19748, 0.09248], [-0.79352, -0.17831, 0.20761], [-0.69306, 0.92887, -0.48389], [0.56907, 1.93052, -0.60690], [0.55423, 3.28238, 0.60344], [0.29692, 2.77849, -2.22034], [2.54327, 1.21590, -0.73977], [1.63955, -0.44392, -1.91586], [0.77732, -1.38808, -0.96293], [-1.52104, -3.07511, 2.49271], [-1.64828, -1.40895, 2.30136], [-2.53746, -2.48321, 1.15228], [-0.60619, -3.90016, -0.14236], [0.88349, -3.53568, 0.10173], [0.26805, -4.16746, 1.53717], [1.27607, 3.28346, 1.41478], [0.60608, 4.22743, 0.16357], [-0.32076, 3.31488, 1.11624], [1.17987, 2.60934, -2.81782], [-0.59350, 2.33471, -2.69395], [0.04877, 3.93015, -2.00530]], "forces_ev_per_angstrom": [[1.32, 2.26, 0.66], [-1.47, -3.80, 1.10], [0.04, 1.14, -0.40], [0.69, -0.78, -0.28], [-1.68, 1.55, 0.85], [1.30, 1.08, -0.97], [-0.39, 0.30, -1.05], [2.15, -0.76, 0.20], [-1.41, 1.98, 1.18], [-0.62, -0.08, 0.42], [-1.22, -0.97, 1.21], [1.01, 0.43, -0.78], [0.24, -0.53, -0.20], [-0.92, 0.38, 0.02], [0.52, 0.13, -0.41], [-1.07, -0.84, 0.63], [3.01, 0.10, -1.20], [-0.78, -0.15, -0.12], [0.56, -0.49, -0.23], [0.42, 1.43, -1.13], [-3.10, -0.41, 1.29], [0.13, 0.37, -0.26], [0.43, 0.15, 0.22], [0.84, -2.51, -0.76]], "nbo_charge": [-0.41, -0.41, -0.43, 0.49, -0.28, -0.76, 1.52, -1.02, -0.96, -0.44, 0.86, -0.90, 0.20, 0.22, 0.20, 0.19, 0.21, 0.21, 0.26, 0.24, 0.26, 0.25, 0.27, 0.24]}

---

Record 2
{"formula": "C22H36IrO3P2", "method": "ωB97M-V/def2-TZVPD", "spin_multiplicity": 6, "homo_lumo_gap_ev": [6.20, 2.84], "e_above_lowest_kj_mol": 19.71, "lumo_ev": [-6.1, -10.1], "homo_energy_ev": [-12.3, -12.9], "charge": 2, "elements": ["P", "P", "C", "C", "H", "H", "H", "H", "C", "H", "H", "H", "C", "H", "H", "H", "C", "H", "H", "H", "C", "H", "H", "H", "Ir", "C", "C", "C", "C", "C", "C", "C", "C", "C", "H", "H", "H", "H", "H", "H", "H", "H", "H", "H", "H", "H", "H", "H", "H", "O", "C", "C", "C", "C", "C", "C", "C", "O", "O", "H", "H", "H", "H", "H"], "positions_angstrom": [[-0.14477, -2.00615, -3.35745], [0.28560, 1.26925, -3.24447], [-0.31974, -0.97300, -4.93033], [0.45724, 0.34759, -4.88232], [-1.40244, -0.82439, -5.10904], [0.07230, -1.59805, -5.75066], [1.54419, 0.21740, -5.05329], [0.07664, 1.04440, -5.64998], [-1.37611, 1.99580, -3.66649], [-1.64227, 2.72680, -2.88867], [-2.15843, 1.22525, -3.75075], [-1.27547, 2.51713, -4.63035], [1.25781, 2.76066, -3.65554], [0.84810, 3.22908, -4.55898], [2.31059, 2.50498, -3.82843], [1.17059, 3.46047, -2.81403], [-1.02745, -3.51334, -3.88660], [-0.87378, -4.27017, -3.10810], [-0.61808, -3.88549, -4.83244], [-2.09997, -3.31805, -4.01056], [1.55220, -2.58828, -3.80661], [2.28571, -1.77069, -3.83681], [1.49338, -3.05126, -4.80209], [1.85888, -3.34987, -3.07949], [0.14777, -0.52413, 1.62206], [0.80706, 1.23635, 0.38928], [-0.60295, 1.08376, 0.37610], [-1.52008, 0.45358, -0.63339], [-1.73078, -1.08471, -0.59424], [-0.67154, -1.80433, 0.17773], [0.76287, -1.65961, 0.02160], [1.43624, -0.76874, -0.98539], [1.87620, 0.62361, -0.46869], [0.41566, -2.03684, 2.89717], [1.13067, 2.10040, 0.98659], [-1.11120, 1.83284, 1.00518], [-1.20289, 0.75671, -1.64734], [-2.50730, 0.93096, -0.50134], [-2.70628, -1.28205, -0.12310], [-1.81342, -1.52836, -1.60248], [-0.95931, -2.76509, 0.62264], [1.29582, -2.56913, 0.32869], [0.67746, -0.55488, -1.76965], [2.26591, -1.32853, -1.44488], [2.80944, 0.51217, 0.12578], [2.12097, 1.30678, -1.30715], [1.29435, -1.81564, 3.52114], [0.56019, -3.00395, 2.39726], [-0.46062, -2.10365, 3.56452], [1.54932, 2.29306, 4.98154], [0.58743, 1.94276, 5.85431], [0.73555, 2.35665, 7.18887], [-0.22928, 2.00874, 8.12827], [-1.35966, 1.26515, 7.75941], [-1.50972, 0.86676, 6.42315], [-0.55738, 1.18696, 5.46072], [-0.72771, 0.66115, 4.06069], [-1.81090, 0.18562, 3.68848], [0.35662, 0.68825, 3.30069], [1.34930, 1.82480, 4.12624], [1.61287, 2.94408, 7.44487], [-0.09348, 2.33196, 9.15865], [-2.11746, 1.00624, 8.49532], [-2.37444, 0.28023, 6.10417]], "forces_ev_per_angstrom": [[0.33, -0.08, -2.02], [-0.61, 0.32, -2.35], [-0.25, -0.41, 0.24], [0.24, 0.37, 0.43], [0.52, 0.13, 0.02], [-0.31, 0.22, 0.17], [-0.55, -0.14, -0.02], [0.30, -0.29, 0.17], [0.07, 0.08, 0.30], [-0.17, -0.19, -0.28], [0.24, 0.29, 0.12], [-0.16, -0.15, 0.33], [0.19, 0.13, 0.10], [0.19, -0.03, 0.19], [-0.19, 0.15, 0.13], [0.19, -0.01, -0.27], [-0.16, -0.12, -0.06], [-0.19, 0.00, -0.21], [-0.17, -0.01, 0.14], [0.20, -0.14, 0.11], [0.02, -0.16, 0.30], [-0.17, -0.26, 0.11], [0.15, 0.11, 0.30], [0.22, 0.13, -0.19], [0.61, 0.64, 1.02], [-0.83, 0.59, 0.13], [0.28, 1.52, -0.14], [-0.98, 0.01, -0.78], [-0.81, 0.28, 0.48], [0.98, -0.94, -0.59], [-0.94, -0.97, -0.45], [-0.02, 0.89, -0.65], [0.58, -0.86, 0.23], [-0.29, -0.95, 1.56], [-0.04, -0.54, 0.05], [0.27, -0.32, -0.26], [0.13, -0.25, 0.66], [0.41, -0.27, 0.02], [0.38, -0.01, 0.09], [0.28, 0.37, 0.47], [0.00, 0.40, -0.05], [0.04, 0.49, 0.08], [0.64, -0.21, 0.52], [-0.23, 0.37, 0.18], [-0.48, 0.29, -0.17], [-0.18, -0.41, 0.36], [-0.07, -0.07, -0.25], [-0.05, 0.24, 0.17], [0.26, -0.14, -0.23], [-1.75, -0.79, 1.42], [2.67, 1.40, -0.63], [2.15, 0.71, -2.60], [-1.92, -0.38, 3.17], [-0.11, -0.23, -1.00], [-3.01, -0.86, 3.11], [1.43, -0.48, -4.46], [-0.78, -0.04, 0.92], [1.39, 0.37, 0.21], [-0.13, 0.11, -0.01], [0.00, -0.01, -0.04], [-0.12, -0.08, -0.03], [-0.11, -0.13, -0.26], [0.17, 0.03, -0.14], [0.26, 0.25, 0.17]], "nbo_charge": [0.75, 0.80, -0.69, -0.69, 0.23, 0.23, 0.23, 0.24, -0.93, 0.23, 0.24, 0.24, -0.94, 0.24, 0.25, 0.24, -0.94, 0.24, 0.24, 0.24, -0.93, 0.23, 0.24, 0.23, 1.32, -0.17, -0.29, -0.48, -0.47, -0.18, -0.27, -0.56, -0.45, -0.86, 0.25, 0.26, 0.27, 0.25, 0.25, 0.28, 0.26, 0.27, 0.30, 0.26, 0.24, 0.27, 0.24, 0.24, 0.24, -0.51, 0.41, -0.04, -0.21, -0.04, -0.14, -0.09, 0.70, -0.57, -0.79, 0.53, 0.26, 0.26, 0.26, 0.27]}

---

Q: Look up the charge of the second one.
A: +2